# C3H7NO2

A cluster of 2 separate species, C3H7NO2 in total (ωB97M-V/def2-TZVPD, OMol25).

Values from the calculation:
SMILES = CC=O.NC=O
2S+1 = 1
Energy relative to the best compared isomer or geometry (same formula, charge and spin) = 21.3 kcal per mole
E = -323.7470 a.u.
E_LUMO = 1.0 eV

Atoms and positions in Å:
O  -1.69  0.28  0.61
C  -1.71  -0.93  0.43
C  -0.71  -1.66  -0.40
O  2.05  0.04  -0.17
C  1.91  1.25  -0.04
N  0.73  1.87  0.14
H  -0.13  1.34  0.23
H  -2.53  -1.52  0.90
H  -0.74  -2.73  -0.22
H  0.30  -1.26  -0.22
H  -0.94  -1.49  -1.46
H  2.77  1.94  -0.08
H  0.70  2.87  0.28

Atomic partial charges in e from the Mulliken method, atoms 1 to 2: -0.59 0.17


# C3H7NO2

The molecule C3H7NO2 (ωB97M-V/def2-TZVPD, OMol25).

Values from the calculation:
SMILES = C=C(NC)OO
2S+1 = 1
Energy relative to the best compared isomer or geometry (same formula, charge and spin) = 131.2 kcal per mole
E = -323.5719 a.u.
E_LUMO = 0.8 eV

Atoms and positions in Å:
C  1.53  -0.35  -0.80
N  -0.12  -0.45  -0.81
C  -0.68  0.36  0.13
C  -1.95  0.75  0.29
O  0.31  0.71  1.10
O  0.30  -0.31  2.17
H  0.36  -1.09  1.59
H  -0.49  -0.22  -1.74
H  2.15  -0.37  0.09
H  1.78  -1.29  -1.31
H  1.75  0.50  -1.45
H  -2.68  0.55  -0.48
H  -2.27  1.21  1.22

Atomic partial charges in e from the Mulliken method, atoms 1 to 2: -0.79 -0.40


# C3H7NO2

The molecule C3H7NO2 (ωB97M-V/def2-TZVPD, OMol25).

Values from the calculation:
SMILES = O=CCNCO
2S+1 = 1
Energy relative to the best compared isomer or geometry (same formula, charge and spin) = 87.1 kcal per mole
E = -323.6422 a.u.
E_LUMO = 0.4 eV

Atoms and positions in Å:
O  -1.08  -0.58  2.73
C  -0.77  -0.87  1.55
C  0.21  -0.03  0.89
N  0.05  0.76  -0.36
C  0.60  -0.11  -1.51
O  0.76  0.69  -2.73
H  -1.33  -1.44  0.72
H  0.74  0.54  1.66
H  1.02  -0.59  0.61
H  0.15  1.73  -0.49
H  -0.07  -0.90  -1.60
H  1.57  -0.57  -1.18
H  -0.13  1.03  -2.81

Atomic partial charges in e from the Mulliken method, atoms 1 to 2: -0.47 0.12


# C3H7NO2

A structure of composition C3H7NO2 (ωB97M-V/def2-TZVPD, OMol25).

Values from the calculation:
2S+1 = 1
Energy relative to the best compared isomer or geometry (same formula, charge and spin) = 136.5 kcal per mole
E = -323.5634 a.u.
E_LUMO (spin up / spin down) = -0.1 / -0.1 eV

Atoms and positions in Å:
C  0.06  0.07  0.52
C  -0.03  1.27  1.39
C  -0.04  0.17  -0.91
O  0.85  -1.89  -1.19
O  -1.64  -0.41  -0.30
N  0.69  -0.58  -1.73
H  1.49  -2.29  -1.79
H  -1.55  -1.37  -0.44
H  0.55  -0.82  0.90
H  -0.27  1.14  -1.34
H  -0.64  2.05  0.95
H  -0.45  0.99  2.36
H  0.98  1.66  1.57

Atomic partial charges in e from the Mulliken method, atoms 1 to 2: 0.40 -1.21


# C3H7NO2

A cluster of 2 separate species, C3H7NO2 in total (ωB97M-V/def2-TZVPD, OMol25).

Values from the calculation:
2S+1 = 1
Energy relative to the best compared isomer or geometry (same formula, charge and spin) = 83.2 kcal per mole
E = -323.6484 a.u.
E_LUMO = 1.1 eV

Atoms and positions in Å:
C  -1.41  -1.92  1.23
O  -1.66  -0.67  0.58
C  -0.66  0.04  0.09
O  0.48  -0.59  0.28
C  0.91  2.19  -1.14
N  1.83  1.32  -0.94
H  -2.40  -2.27  1.55
H  -0.75  -1.79  2.09
H  -0.96  -2.63  0.53
H  0.14  2.30  -0.37
H  0.82  2.77  -2.07
H  1.18  0.02  -0.08
H  2.47  1.23  -1.73

Atomic partial charges in e from the Mulliken method, atoms 1 to 2: -0.59 -0.17


# C3H7NO2

A structure of composition C3H7NO2 (ωB97M-V/def2-TZVPD, OMol25).

Values from the calculation:
2S+1 = 1
Energy relative to the best compared isomer or geometry (same formula, charge and spin) = 91.0 kcal per mole
E = -323.6360 a.u.
E_LUMO = 0.7 eV

Atoms and positions in Å:
C  -0.56  -0.62  2.00
C  -0.36  0.62  -0.12
C  0.22  0.63  -1.50
H  -1.48  -0.01  2.60
H  0.68  -0.08  2.19
H  -0.53  -1.66  2.22
H  0.58  0.96  0.55
H  -1.21  1.49  -0.18
H  1.07  -1.32  -1.30
H  1.25  -0.51  -2.83
N  0.92  -0.48  -1.87
O  -0.79  -0.75  0.32
O  0.20  1.72  -2.08

Atomic partial charges in e from the Mulliken method, atoms 1 to 2: -0.47 0.00


# C3H7NO2

The molecule C3H7NO2 (ωB97M-V/def2-TZVPD, OMol25).

Values from the calculation:
SMILES = CCC(=O)NO
2S+1 = 1
Energy relative to the best compared isomer or geometry (same formula, charge and spin) = 53.4 kcal per mole
E = -323.6959 a.u.
E_LUMO = 0.9 eV

Atoms and positions in Å:
C  0.06  0.40  0.94
C  -0.28  1.76  0.32
N  0.71  -1.23  -0.70
C  -0.32  -0.71  -0.02
O  0.51  -2.40  -1.49
O  -1.46  -1.07  -0.27
H  -0.46  -2.37  -1.66
H  1.73  -1.25  -0.65
H  -0.52  0.26  1.85
H  1.12  0.34  1.19
H  -0.09  2.56  1.03
H  -1.33  1.78  0.03
H  0.32  1.93  -0.57

Atomic partial charges in e from the Mulliken method, atoms 1 to 2: -0.32 -1.11


# C3H7NO2

The molecule C3H7NO2 (ωB97M-V/def2-TZVPD, OMol25).

Values from the calculation:
SMILES = NC(=O)CCO
2S+1 = 1
Energy relative to the best compared isomer or geometry (same formula, charge and spin) = 25.9 kcal per mole
E = -323.7397 a.u.
E_LUMO = 0.8 eV

Atoms and positions in Å:
C  -0.23  -0.28  0.38
C  -0.31  -1.20  -0.87
O  0.26  -2.48  -0.55
C  -0.01  1.20  0.03
N  0.24  2.04  1.04
O  -0.21  1.47  -1.14
H  -1.06  -0.45  1.09
H  0.63  -0.73  0.91
H  0.27  -0.69  -1.64
H  -1.34  -1.32  -1.17
H  1.10  -2.44  -1.03
H  0.53  3.00  0.93
H  0.11  1.88  2.03

Atomic partial charges in e from the Mulliken method, atoms 1 to 2: -0.50 -0.55


# C3H7NO2

The ion C3H7NO2 with charge +1 (ωB97M-V/def2-TZVPD, OMol25).

Values from the calculation:
2S+1 = 2
Energy relative to the best compared isomer or geometry (same formula, charge and spin) = 40.3 kcal per mole
E = -323.3671 a.u.
Total charge = +1
E_LUMO (spin up / spin down) = -3.9 / -8.8 eV

Atoms and positions in Å:
O  -1.89  2.39  -1.17
C  -1.64  1.28  -0.83
C  -0.45  0.97  0.13
N  -0.06  -0.40  -0.13
C  1.31  -0.78  0.11
O  1.30  -1.69  1.22
H  -2.24  0.40  -1.14
H  -0.72  1.24  1.16
H  0.44  1.56  -0.12
H  -0.73  -1.15  0.07
H  1.78  -1.29  -0.73
H  1.95  0.01  0.51
H  0.94  -2.55  0.93

Atomic partial charges in e from the Mulliken method, atoms 1 to 2: -0.30 -0.01


# C3H7NO2S

The molecule C3H7NO2S (ωB97M-V/def2-TZVPD, OMol25).

Values from the calculation:
2S+1 = 1
Energy relative to the best compared isomer or geometry (same formula, charge and spin) = 115.7 kcal per mole
E = -721.7783 a.u.
E_LUMO = -0.5 eV

Atoms and positions in Å:
C  -0.61  1.14  1.16
C  -0.01  0.01  -1.29
C  1.05  0.06  -0.45
N  1.60  -1.13  0.09
O  -2.53  0.28  -0.60
O  -1.16  -1.41  0.55
S  -1.33  -0.02  0.11
H  -0.70  0.82  2.17
H  -0.99  2.11  1.27
H  -0.15  0.96  -1.94
H  -0.11  -0.81  -1.94
H  1.60  0.94  -0.15
H  1.25  -2.03  0.05
H  2.08  -0.92  0.95

Atomic partial charges in e from the Mulliken method, atoms 1 to 2: -0.98 -0.82


# C3H7NO2S

The molecule C3H7NO2S (ωB97M-V/def2-TZVPD, OMol25).

Values from the calculation:
2S+1 = 1
Energy relative to the best compared isomer or geometry (same formula, charge and spin) = 36.6 kcal per mole
E = -721.9042 a.u.
E_LUMO = 0.8 eV

Atoms and positions in Å:
C  1.17  0.64  0.14
C  -0.32  -1.17  -0.61
C  -0.15  0.34  -0.65
N  -1.33  0.97  -0.10
O  1.64  -0.53  0.75
O  -0.47  -1.19  2.01
S  0.45  -1.66  1.00
H  1.95  1.02  -0.53
H  0.96  1.40  0.91
H  -1.37  -1.44  -0.64
H  0.23  -1.67  -1.40
H  -0.04  0.70  -1.68
H  -1.50  0.62  0.85
H  -1.22  1.97  -0.04

Atomic partial charges in e from the Mulliken method, atoms 1 to 2: -0.42 -0.95


# C3H7NO2S

A cluster of 2 separate species, C3H7NO2S in total (ωB97M-V/def2-TZVPD, OMol25).

Values from the calculation:
SMILES = CC(N)=O.O=CS
2S+1 = 1
Energy relative to the best compared isomer or geometry (same formula, charge and spin) = 59.6 kcal per mole
E = -721.8676 a.u.
E_LUMO = 0.3 eV

Atoms and positions in Å:
C  1.42  0.98  0.93
C  0.99  -0.50  0.89
C  -1.38  -0.87  -2.23
N  0.45  1.96  1.55
O  2.38  1.42  0.24
O  -0.20  -0.81  -2.19
S  -2.54  -1.94  -1.54
H  0.24  -0.73  1.66
H  0.40  -0.38  -0.12
H  1.88  -1.17  0.92
H  -0.55  1.98  1.78
H  0.71  2.93  1.48
H  -2.18  0.09  -2.21
H  -1.62  -2.94  -1.16

Atomic partial charges in e from the Mulliken method, atoms 1 to 2: 0.52 -0.46


# C3H7NO2S

The molecule C3H7NO2S (ωB97M-V/def2-TZVPD, OMol25).

Values from the calculation:
SMILES = OCCC(=S)NO
2S+1 = 1
Energy relative to the best compared isomer or geometry (same formula, charge and spin) = 59.9 kcal per mole
E = -721.8672 a.u.
E_LUMO = 0.4 eV

Atoms and positions in Å:
C  1.18  0.57  -0.41
C  -0.10  0.99  0.30
C  -1.31  0.25  -0.22
H  2.29  -1.04  -0.33
H  1.99  1.23  -0.18
H  1.02  0.58  -1.49
H  0.03  0.89  1.38
H  -0.31  2.08  0.10
H  -2.18  -1.62  -0.08
H  0.27  -1.49  0.82
N  -1.53  -0.95  0.35
O  1.47  -0.76  0.02
O  -0.66  -1.50  1.24
S  -2.16  0.77  -1.51

Atomic partial charges in e from the Mulliken method, atoms 1 to 2: -0.24 -0.79


# C3H7NO3

A cluster of 2 separate species, C3H7NO3 in total (ωB97M-V/def2-TZVPD, OMol25).

Values from the calculation:
2S+1 = 1
Energy relative to the best compared isomer or geometry (same formula, charge and spin) = 75.7 kcal per mole
E = -398.9170 a.u.
E_LUMO = 0.1 eV

Atoms and positions in Å:
C  0.16  -2.03  -0.42
O  -0.25  -0.67  -0.40
H  -0.52  -0.03  0.88
H  1.07  -2.19  0.16
H  0.33  -2.35  -1.45
H  -0.63  -2.66  0.02
C  0.02  0.25  -1.76
C  -0.43  0.95  1.70
O  0.58  1.30  -1.36
N  0.21  1.92  1.13
O  -0.39  -0.21  -2.77
H  0.45  1.73  -0.03
H  0.24  2.82  1.61
H  -0.85  1.17  2.68

Atomic partial charges in e from the Mulliken method, atoms 1 to 2: -0.64 -0.49


# C3H7NO3

A structure of composition C3H7NO3 (ωB97M-V/def2-TZVPD, OMol25).

Values from the calculation:
2S+1 = 1
Energy relative to the best compared isomer or geometry (same formula, charge and spin) = 133.2 kcal per mole
E = -398.8254 a.u.
E_LUMO = 0.5 eV

Atoms and positions in Å:
C  -0.51  -0.09  -0.12
C  -0.84  -0.56  1.26
N  2.02  -0.41  -0.83
C  -0.38  1.38  -0.39
O  1.19  0.49  -0.06
O  -1.06  -0.77  -1.16
O  -0.91  2.15  0.45
H  -1.81  -1.31  -0.84
H  2.49  0.18  -1.52
H  2.75  -0.68  -0.17
H  -0.19  1.65  -1.44
H  -1.91  -0.45  1.45
H  -0.54  -1.61  1.37
H  -0.31  0.04  2.00

Atomic partial charges in e from the Mulliken method, atoms 1 to 2: 0.99 -1.35


# C3H7NO3

The molecule C3H7NO3 (ωB97M-V/def2-TZVPD, OMol25).

Values from the calculation:
SMILES = O=C(O)NCCO
2S+1 = 1
Energy relative to the best compared isomer or geometry (same formula, charge and spin) = 32.6 kcal per mole
E = -398.9856 a.u.
E_LUMO = 0.6 eV

Atoms and positions in Å:
C  0.66  0.26  -0.01
C  1.12  -0.78  -0.99
O  2.55  -0.81  -0.91
N  -0.89  0.17  0.04
C  -1.83  0.50  0.99
O  -1.34  0.72  2.24
O  -3.01  0.75  0.67
H  1.19  0.17  0.93
H  0.85  1.23  -0.38
H  0.65  -1.67  -0.62
H  0.66  -0.62  -1.97
H  2.84  -1.07  -1.76
H  -1.28  0.16  -0.90
H  -2.18  0.97  2.68

Atomic partial charges in e from the Mulliken method, atoms 1 to 2: -0.47 -0.43


# C3H7NO3

The molecule C3H7NO3 (ωB97M-V/def2-TZVPD, OMol25).

Values from the calculation:
SMILES = C[C@@H](O)OC(N)=O
2S+1 = 1
Energy relative to the best compared isomer or geometry (same formula, charge and spin) = 28.2 kcal per mole
E = -398.9928 a.u.
E_LUMO = 0.8 eV

Atoms and positions in Å:
C  -0.32  -1.09  0.17
C  -0.61  -0.70  1.59
C  0.89  0.82  -0.73
N  1.04  1.96  -1.47
O  1.85  0.20  -0.27
O  -1.34  -1.79  -0.42
O  -0.36  0.41  -0.64
H  -1.85  -1.16  -0.96
H  0.59  -1.67  0.06
H  1.95  2.38  -1.50
H  0.22  2.50  -1.69
H  -0.73  -1.61  2.20
H  0.21  -0.12  2.00
H  -1.53  -0.11  1.66

Atomic partial charges in e from the Mulliken method, atoms 1 to 2: 0.44 -1.07


# C3H7NO3

A cluster of 2 separate species, C3H7NO3 in total (ωB97M-V/def2-TZVPD, OMol25).

Values from the calculation:
SMILES = O=C(O)CO.C=N
2S+1 = 1
Energy relative to the best compared isomer or geometry (same formula, charge and spin) = 61.5 kcal per mole
E = -398.9396 a.u.
E_LUMO = 0.7 eV

Atoms and positions in Å:
C  2.76  -0.65  0.35
C  -2.20  0.45  0.29
C  -0.82  0.07  -0.20
N  2.53  0.51  -0.08
O  -3.11  -0.42  -0.32
O  -0.55  -1.01  -0.56
O  -0.01  1.12  -0.09
H  3.28  -1.38  -0.30
H  -2.36  0.45  1.38
H  -2.51  1.46  -0.03
H  2.75  0.93  -1.02
H  -2.90  -1.40  -0.40
H  2.24  -0.99  1.29
H  0.90  0.86  -0.31

Atomic partial charges in e from the Mulliken method, atoms 1 to 2: -0.22 -0.33


# C3H7NO3

A cluster of 2 separate species, C3H7NO3 in total (ωB97M-V/def2-TZVPD, OMol25).

Values from the calculation:
2S+1 = 1
Energy relative to the best compared isomer or geometry (same formula, charge and spin) = 110.3 kcal per mole
E = -398.8619 a.u.
E_LUMO = 0.6 eV

Atoms and positions in Å:
C  0.64  -0.69  -0.65
C  1.04  0.21  -1.73
C  -0.78  0.28  0.89
N  0.86  -1.83  -0.24
O  -0.13  1.57  1.10
O  -2.12  0.32  0.37
O  -0.61  -0.51  1.98
H  0.59  0.11  -2.64
H  0.95  1.26  -1.25
H  2.07  0.02  -1.92
H  0.45  -2.19  0.63
H  0.77  1.51  1.37
H  -2.39  1.14  0.01
H  -1.33  -1.19  2.07

Atomic partial charges in e from the Mulliken method, atoms 1 to 2: 0.60 -0.97


# C3H7NO3

A cluster of 2 separate species, C3H7NO3 in total (ωB97M-V/def2-TZVPD, OMol25).

Values from the calculation:
2S+1 = 1
Energy relative to the best compared isomer or geometry (same formula, charge and spin) = 164.6 kcal per mole
E = -398.7753 a.u.
E_LUMO (spin up / spin down) = -0.9 / -0.5 eV

Atoms and positions in Å:
C  -0.25  -1.11  -1.24
C  -0.23  0.84  1.33
C  0.75  0.66  0.15
N  1.79  -0.25  0.26
O  1.83  -1.03  1.16
O  2.73  -0.09  -0.51
O  1.04  1.61  -0.71
H  -1.12  -1.25  -0.58
H  0.51  -1.89  -1.28
H  -0.51  -0.67  -2.22
H  0.13  0.39  2.22
H  -1.14  0.27  1.12
H  -0.50  1.84  1.49
H  1.95  1.35  -1.00

Atomic partial charges in e from the Mulliken method, atoms 1 to 2: -0.78 -1.15